(1)
A structure of composition C41H34N11O4Zr, computed with ωB97M-V/def2-TZVPD.

Properties
- Relative energy (zero: lowest compared OMol25 entry of this formula, charge and spin): 0.267 eV
- Frontier orbital gap: 5.4 eV
- Spin multiplicity: 1
- Lowest unoccupied orbital energy: -4.21 eV
- Total charge: +1

Geometry (Å):
1 C -3.142 2.150 -0.191
2 C 0.559 -4.913 0.414
3 C 3.425 -0.812 -2.463
4 H 0.529 -1.908 2.728
5 H 3.092 2.872 -0.571
6 Zr -0.954 -0.432 -1.340
7 H -0.113 3.032 -1.454
8 H 2.848 1.299 0.181
9 H 0.437 -5.491 -1.653
10 C -0.713 3.006 -2.351
11 C 2.355 2.095 -0.380
12 H 2.250 -0.746 -0.657
13 C -0.386 -0.832 -4.220
14 H -0.347 -1.927 6.568
15 N 0.202 -1.577 1.832
16 C -0.504 5.421 -2.458
17 O 5.698 -0.580 -4.018
18 H -2.248 0.813 -4.199
19 C 1.132 -0.192 4.069
20 N -4.734 0.888 0.682
21 C -3.141 -2.920 -1.580
22 H -1.713 4.258 2.425
23 C -4.238 -3.696 -1.227
24 N 0.858 0.378 2.789
25 C 0.350 -0.248 1.698
26 H 1.962 4.648 0.280
27 C 4.685 -0.827 -4.692
28 C -3.847 0.175 0.043
29 C 1.148 4.031 0.639
30 C 3.377 -0.807 -3.851
31 C -2.211 2.919 -4.610
32 N -4.263 2.141 0.520
33 C 0.112 4.618 1.344
34 H -4.770 2.925 0.900
35 C 1.687 -1.237 6.567
36 H -2.602 3.043 -0.457
37 H -0.857 -0.954 4.359
38 C 1.184 2.658 0.370
39 H -0.199 -3.271 -2.420
40 N 1.055 -0.653 -2.328
41 C -0.996 4.191 -3.014
42 N -2.832 0.907 -0.514
43 N 0.039 0.444 0.595
44 O 4.494 -1.063 -5.892
45 C -0.208 -2.347 -0.466
46 H -5.796 -1.656 0.753
47 N -2.983 -1.699 -1.075
48 H -2.387 -3.280 -2.261
49 H 2.066 -0.876 -5.546
50 C -1.899 1.784 -3.877
51 C 0.131 -2.603 0.855
52 H 1.915 -1.647 7.542
53 C 2.408 -0.009 4.606
54 C 0.140 -0.864 4.775
55 C -3.953 -1.246 -0.271
56 C -5.030 -2.039 0.090
57 H -4.357 -4.687 -1.647
58 H 3.644 -0.408 6.301
59 C -0.911 2.467 1.562
60 C -0.920 3.824 1.829
61 H 1.104 1.346 2.667
62 C 3.468 0.735 3.844
63 H -2.800 2.822 -5.510
64 C 2.660 -0.539 5.867
65 C 0.820 -4.125 2.778
66 O -0.700 -0.742 -5.368
67 H 0.120 5.685 1.525
68 C 2.255 -0.742 -1.739
69 N -1.154 1.815 -2.762
70 C -1.757 4.150 -4.180
71 C 1.004 -0.734 -3.678
72 C 2.123 -0.802 -4.467
73 H -1.979 5.059 -4.723
74 O -1.293 -1.010 -3.223
75 H -0.002 -3.847 3.444
76 H 4.415 0.707 4.378
77 H 3.624 0.303 2.854
78 H 1.709 -3.570 3.098
79 H 4.397 -0.853 -1.988
80 C 0.108 1.877 0.807
81 H 3.208 1.789 3.706
82 N -0.123 6.385 -1.964
83 C -0.051 -3.428 -1.357
84 C 0.489 -3.882 1.330
85 C 0.424 -1.400 6.022
86 C 0.318 -4.687 -0.937
87 H 1.029 -5.179 2.946
88 H -1.690 1.827 1.964
89 H 2.066 1.673 -1.343
90 H 0.843 -5.901 0.756
91 N -5.162 -3.273 -0.377

---

(2)
A structure of composition C32H26F10N3NbO2 in a non-equilibrium geometry, computed with ωB97M-V/def2-TZVPD.

Properties
- Relative energy (zero: lowest compared OMol25 entry of this formula, charge and spin): 0.903 eV
- <S²>: 0.755
- Frontier orbital gap (alpha / beta): 5.9 / 6.1 eV
- Spin multiplicity: 2
- Lowest unoccupied orbital energy (alpha / beta): -4.53 / -4.49 eV
- Total charge: +1

Geometry (Å):
1 H -15.482 -0.016 5.737
2 H -20.196 2.510 11.587
3 C -12.860 0.597 5.180
4 C -17.333 0.498 13.302
5 H -16.471 8.352 10.700
6 F -18.619 0.921 13.009
7 H -18.901 3.790 6.958
8 C -14.580 -1.168 8.865
9 Nb -16.208 3.075 12.339
10 H -12.994 -1.415 4.404
11 C -10.907 4.985 11.217
12 H -13.425 1.470 3.233
13 F -18.331 3.629 14.279
14 C -14.603 5.666 11.149
15 C -12.202 -0.659 4.712
16 C -12.020 3.010 11.930
17 C -13.369 4.947 11.266
18 N -18.658 3.005 10.156
19 N -15.854 5.153 11.180
20 C -15.389 -0.770 7.792
21 H -11.693 0.112 7.691
22 C -19.958 2.735 10.551
23 F -15.735 -2.085 15.265
24 H -12.700 -0.836 9.672
25 C -10.914 3.693 11.542
26 C -14.847 -0.166 6.613
27 C -16.371 3.954 15.456
28 H -17.828 6.035 11.130
29 H -14.516 0.250 3.835
30 H -11.473 -0.371 3.881
31 C -13.522 0.142 6.494
32 O -17.666 2.951 11.145
33 F -13.618 -1.350 13.670
34 H -16.457 -0.994 7.791
35 C -18.298 3.402 8.899
36 C -12.118 5.640 11.029
37 C -14.787 -0.698 13.572
38 C -16.182 1.070 12.713
39 F -16.635 2.737 15.964
40 F -14.059 0.507 11.668
41 H -21.874 2.309 9.806
42 H -12.070 1.975 12.318
43 H -10.014 3.085 11.538
44 H -16.039 -1.918 10.098
45 H -13.930 7.628 11.029
46 F -17.194 5.486 13.936
47 H -14.562 1.826 4.606
48 F -18.329 -1.087 14.733
49 C -14.965 0.377 12.669
50 H -12.095 6.655 10.607
51 C -20.902 2.620 9.541
52 F -15.018 4.025 15.269
53 O -14.301 3.147 12.379
54 H -9.962 5.505 11.086
55 H -21.360 2.741 7.465
56 H -17.266 3.729 8.739
57 C -19.264 3.490 7.955
58 C -13.260 -0.682 8.791
59 N -14.732 7.013 10.987
60 C -17.022 4.085 14.083
61 H -11.981 1.302 5.311
62 C -12.760 -0.126 7.661
63 C -16.073 7.378 11.046
64 C -20.572 3.003 8.229
65 F -16.714 4.927 16.329
66 C -13.215 3.701 11.853
67 C -14.958 -1.950 10.053
68 H -14.535 -2.981 9.959
69 C -15.897 -1.127 14.325
70 C -16.801 6.235 11.043
71 H -14.651 -1.537 11.029
72 C -13.872 1.045 4.157
73 C -17.235 -0.581 14.119
74 H -11.699 -1.195 5.536

---

(3)
A cluster of 2 separate species, C19H35BrN4O5PS2 in total in a non-equilibrium geometry, computed with ωB97M-V/def2-TZVPD.

Properties
- Frontier orbital gap: 7.4 eV
- Spin multiplicity: 1
- Lowest unoccupied orbital energy: -3.83 eV
- Total charge: +1

Geometry (Å):
1 H 2.826 -5.633 -1.526
2 C -0.595 1.405 1.496
3 O -1.040 4.590 4.445
4 H 4.088 -0.165 2.067
5 H 1.046 -3.570 -3.195
6 C -5.080 -0.618 -0.712
7 N -0.426 5.121 3.644
8 C 2.949 2.500 -0.265
9 N -0.656 3.690 0.294
10 S -4.528 -1.931 2.134
11 C -0.106 -2.895 0.686
12 H -1.840 -0.448 -0.694
13 H 2.661 -3.332 -1.374
14 H -1.993 2.077 0.051
15 H -5.369 -0.547 -2.899
16 H 0.279 5.485 0.977
17 Br -3.792 4.183 -0.292
18 H -0.306 -3.460 -2.098
19 H 3.549 -1.449 0.982
20 H 0.017 -5.762 -2.748
21 P -1.750 4.509 -1.019
22 N -3.884 -0.591 -0.016
23 H -1.415 5.282 1.398
24 N -3.371 -0.475 -2.169
25 O -0.125 4.176 2.530
26 H -1.227 3.834 -2.930
27 O 2.885 1.244 0.406
28 H 5.248 -0.934 0.937
29 C -3.849 -0.684 1.393
30 H 1.529 -2.002 -1.389
31 H -0.263 -3.078 1.751
32 H 1.426 -4.392 0.523
33 H 0.239 1.833 2.042
34 H 2.033 -7.063 -2.168
35 H 2.265 4.438 0.300
36 C -0.461 4.755 1.299
37 H 0.349 -5.626 -1.038
38 H -0.156 0.775 0.726
39 C 4.229 -0.609 1.088
40 C 0.722 -5.344 -2.026
41 C 0.722 -3.825 -2.182
42 H 0.688 3.942 -1.289
43 H -0.875 -3.451 0.148
44 C 0.599 3.277 -0.430
45 C 1.295 -3.335 0.283
46 H -6.053 -0.683 -0.269
47 H -0.275 -1.827 0.508
48 H 3.930 2.961 -0.186
49 H 0.475 2.286 -0.847
50 C -2.883 -0.488 -0.953
51 C 3.883 0.395 0.037
52 C 2.092 -5.978 -2.256
53 H 2.467 -5.743 -3.253
54 H -1.074 -0.520 2.321
55 C 1.614 -3.077 -1.189
56 O -1.616 3.390 -2.161
57 H -2.133 2.936 1.594
58 H 1.804 3.163 1.405
59 O 4.396 0.450 -1.031
60 H 2.022 -2.793 0.893
61 C 1.904 3.415 0.355
62 S -3.196 0.651 2.403
63 C -4.732 -0.548 -2.034
64 H -1.089 0.747 3.489
65 C -1.443 2.507 0.883
66 C -1.393 0.505 2.477
67 H 2.760 2.352 -1.328

---

(4)
A structure of composition C10H40BeN20O14S in a non-equilibrium geometry, computed with ωB97M-V/def2-TZVPD.

Properties
- Relative energy (zero: lowest compared OMol25 entry of this formula, charge and spin): 0.967 eV
- Frontier orbital gap: 6.2 eV
- Spin multiplicity: 1
- Lowest unoccupied orbital energy: -2.66 eV

Geometry (Å):
1 N 4.086 3.949 -2.104
2 N -2.809 1.209 1.770
3 N 0.151 -3.317 2.058
4 N -4.490 1.343 0.187
5 H 0.132 -2.393 1.657
6 O -0.217 -1.154 -1.013
7 H -3.958 0.051 -2.836
8 O -0.180 -0.231 1.173
9 H 2.324 -0.428 3.842
10 H -0.825 0.253 -6.094
11 C 3.056 3.227 -1.622
12 H 4.396 -1.318 4.402
13 O 0.296 3.219 0.711
14 N 0.144 -3.906 -0.182
15 C -4.099 1.505 1.483
16 H 2.268 4.490 2.843
17 H -3.537 -2.259 0.390
18 H -2.334 0.234 -2.043
19 C -0.211 0.599 -4.113
20 H -2.332 -3.653 -3.101
21 C 2.825 -2.516 4.139
22 N -0.325 1.294 3.912
23 H 3.194 -2.302 0.530
24 H 3.139 -1.100 -3.312
25 Be -0.318 2.948 -1.646
26 N 2.828 -1.016 -2.364
27 N -2.122 -3.022 -2.352
28 C -3.150 -2.834 -1.461
29 H 2.498 2.247 2.622
30 O -1.306 1.013 -0.599
31 H 4.304 1.776 -1.096
32 H -1.914 -1.784 -0.106
33 H -3.816 1.010 -0.475
34 H 0.795 -3.588 2.800
35 N 2.813 -1.675 -0.158
36 O -2.141 2.582 -3.010
37 O 4.314 -2.566 -1.608
38 N -2.811 -2.209 -0.306
39 H 1.940 -1.194 -0.035
40 C 1.278 3.273 1.469
41 H 2.572 1.358 -0.953
42 H -0.328 1.255 2.906
43 H 1.043 5.225 1.860
44 H 0.288 -2.936 -0.430
45 H -2.647 1.263 2.761
46 H -0.061 2.078 4.477
47 N -4.366 2.220 -3.442
48 O -4.897 1.782 2.377
49 O 1.883 3.655 -1.709
50 N -0.237 0.783 -5.479
51 N 1.994 2.159 1.757
52 O 1.053 0.809 -0.651
53 H -5.218 1.855 -3.044
54 N 1.598 4.423 2.100
55 N 3.327 1.990 -1.187
56 H -2.203 0.729 1.105
57 C -0.826 0.206 4.575
58 H -5.491 1.306 0.119
59 H -1.205 -1.170 -4.232
60 H -0.959 -0.795 2.784
61 O 2.397 -3.662 4.031
62 H -0.184 -0.961 -2.819
63 H 0.149 -4.652 -0.852
64 O -4.281 -3.197 -1.766
65 S -0.175 0.109 -0.250
66 N -1.009 -0.888 3.792
67 H 0.249 1.610 -5.776
68 H 5.011 3.557 -2.124
69 C 3.392 -1.793 -1.389
70 O -0.253 -5.485 1.355
71 H 1.166 -1.544 3.514
72 N -3.137 0.562 -2.564
73 H -1.287 -1.785 4.148
74 H 4.755 -3.020 4.734
75 H -4.586 3.149 -3.763
76 O -1.046 0.196 5.777
77 H 4.000 4.890 -2.440
78 C -3.153 1.857 -2.940
79 O 0.389 1.419 -3.405
80 C -0.006 -4.313 1.128
81 H -1.234 -2.613 -2.132
82 H 2.132 -0.327 -2.128
83 N -0.490 -0.664 -3.740
84 N 2.121 -1.409 3.813
85 H 1.729 1.296 1.306
86 N 4.140 -2.286 4.446

---

(5)
The molecule C2H3NOS2 in a non-equilibrium geometry, computed with ωB97M-V/def2-TZVPD.

Properties
- Relative energy (zero: lowest compared OMol25 entry of this formula, charge and spin): 4.211 eV
- Frontier orbital gap (alpha / beta): 6.8 / 7.3 eV
- Spin multiplicity: 1
- Lowest unoccupied orbital energy (alpha / beta): -1.54 / -1.15 eV

Geometry (Å):
1 S -2.772 1.444 0.372
2 O 0.779 2.384 -0.280
3 H -1.358 -0.512 1.165
4 H 1.520 0.871 -1.180
5 H 0.086 -0.656 -0.459
6 N 0.712 1.228 -0.577
7 C -0.269 0.338 -0.317
8 C -1.475 0.313 0.461
9 S -2.866 2.293 -1.391

---

(6)
A cluster of 7 separate species, H14O7 in total, computed with ωB97M-V/def2-TZVPD.

Properties
- Relative energy (zero: lowest compared OMol25 entry of this formula, charge and spin): 1.412 eV
- Frontier orbital gap: 10.7 eV
- Spin multiplicity: 1
- SMILES: O.O.O.O.O.O.O
- Lowest unoccupied orbital energy: 0.08 eV

Geometry (Å):
1 O -0.165 1.997 1.570
2 H -0.907 3.925 -0.870
3 H 3.134 -3.054 -1.406
4 H -1.183 -1.567 -1.535
5 H 2.767 -2.249 0.971
6 O -2.898 1.275 2.333
7 H -2.203 -1.684 -2.679
8 H -3.225 0.491 1.884
9 O 2.852 -2.231 -1.813
10 H -0.207 0.418 -0.134
11 O -0.456 3.082 -0.983
12 O -0.123 -0.516 -0.352
13 H 0.693 1.907 1.995
14 O -1.906 -2.119 -1.876
15 H 0.490 -0.872 0.306
16 H 2.125 -1.906 -1.270
17 H -0.464 2.911 -1.930
18 H 0.020 2.358 0.687
19 H 1.778 -1.904 2.083
20 H -2.077 1.499 1.873
21 O 1.956 -1.762 1.147

---

Q: Number 4 is which compound?
A: C10H40BeN20O14S

---

Q: Which value of spin multiplicity does entry 1 give?
A: 1

---

Repeat the third record exactly.
A cluster of 2 separate species, C19H35BrN4O5PS2 in total in a non-equilibrium geometry, computed with ωB97M-V/def2-TZVPD.

Properties
- Frontier orbital gap: 7.4 eV
- Spin multiplicity: 1
- Lowest unoccupied orbital energy: -3.83 eV
- Total charge: +1

Geometry (Å):
1 H 2.826 -5.633 -1.526
2 C -0.595 1.405 1.496
3 O -1.040 4.590 4.445
4 H 4.088 -0.165 2.067
5 H 1.046 -3.570 -3.195
6 C -5.080 -0.618 -0.712
7 N -0.426 5.121 3.644
8 C 2.949 2.500 -0.265
9 N -0.656 3.690 0.294
10 S -4.528 -1.931 2.134
11 C -0.106 -2.895 0.686
12 H -1.840 -0.448 -0.694
13 H 2.661 -3.332 -1.374
14 H -1.993 2.077 0.051
15 H -5.369 -0.547 -2.899
16 H 0.279 5.485 0.977
17 Br -3.792 4.183 -0.292
18 H -0.306 -3.460 -2.098
19 H 3.549 -1.449 0.982
20 H 0.017 -5.762 -2.748
21 P -1.750 4.509 -1.019
22 N -3.884 -0.591 -0.016
23 H -1.415 5.282 1.398
24 N -3.371 -0.475 -2.169
25 O -0.125 4.176 2.530
26 H -1.227 3.834 -2.930
27 O 2.885 1.244 0.406
28 H 5.248 -0.934 0.937
29 C -3.849 -0.684 1.393
30 H 1.529 -2.002 -1.389
31 H -0.263 -3.078 1.751
32 H 1.426 -4.392 0.523
33 H 0.239 1.833 2.042
34 H 2.033 -7.063 -2.168
35 H 2.265 4.438 0.300
36 C -0.461 4.755 1.299
37 H 0.349 -5.626 -1.038
38 H -0.156 0.775 0.726
39 C 4.229 -0.609 1.088
40 C 0.722 -5.344 -2.026
41 C 0.722 -3.825 -2.182
42 H 0.688 3.942 -1.289
43 H -0.875 -3.451 0.148
44 C 0.599 3.277 -0.430
45 C 1.295 -3.335 0.283
46 H -6.053 -0.683 -0.269
47 H -0.275 -1.827 0.508
48 H 3.930 2.961 -0.186
49 H 0.475 2.286 -0.847
50 C -2.883 -0.488 -0.953
51 C 3.883 0.395 0.037
52 C 2.092 -5.978 -2.256
53 H 2.467 -5.743 -3.253
54 H -1.074 -0.520 2.321
55 C 1.614 -3.077 -1.189
56 O -1.616 3.390 -2.161
57 H -2.133 2.936 1.594
58 H 1.804 3.163 1.405
59 O 4.396 0.450 -1.031
60 H 2.022 -2.793 0.893
61 C 1.904 3.415 0.355
62 S -3.196 0.651 2.403
63 C -4.732 -0.548 -2.034
64 H -1.089 0.747 3.489
65 C -1.443 2.507 0.883
66 C -1.393 0.505 2.477
67 H 2.760 2.352 -1.328

---

Q: spin multiplicity of number 2 (C32H26F10N3NbO2)?
A: 2